Computed, not measured: C19H29InO4 as an isolated structure in a non-equilibrium geometry, with wB97M-V/def2-TZVPD.

Properties
- Charge: +2
- Multiplicity: 1
- E_LUMO: -12.4 eV

Structure (XYZ):
```
53
Properties=species:S:1:pos:R:3:mulliken_charge:R:1
C 2.83 -1.64 1.65 -1.01
C 3.93 -0.79 0.79 1.24
C 3.99 0.83 1.21 -1.08
C 5.43 -1.38 1.26 -1.19
C 3.87 -0.99 -0.83 -1.22
C 2.37 -0.94 -1.49 1.15
C 2.59 -0.44 -3.07 -1.23
C 1.71 -2.47 -1.64 -1.16
C 1.35 0.15 -0.82 0.27
C 1.50 1.78 -1.08 -0.17
C 0.44 2.86 -0.43 -0.40
C -0.86 2.41 0.52 0.03
O -1.83 3.42 1.08 -0.39
C -3.04 3.33 0.20 -0.50
C -4.19 2.30 0.77 -0.20
O -4.39 1.10 -0.10 -0.27
C -5.62 0.43 0.36 -0.39
C -5.95 -0.96 -0.49 -0.42
C -6.70 -2.09 0.47 0.56
O -6.08 -2.74 1.47 -0.34
O -8.14 -2.47 0.27 -0.21
C -1.00 0.78 0.80 -0.51
C 0.06 -0.31 0.14 -0.14
H 2.39 -2.58 1.11 0.10
H 3.38 -2.06 2.63 0.45
H 2.03 -0.88 2.04 0.16
H 2.92 1.30 1.28 0.17
H 4.71 1.41 0.45 0.26
H 4.49 0.87 2.26 0.43
H 5.86 -0.82 2.20 0.30
H 5.23 -2.50 1.57 0.38
H 6.19 -1.41 0.35 0.30
H 4.40 -2.01 -1.12 0.40
H 4.50 -0.13 -1.33 0.32
H 1.55 -0.06 -3.51 0.32
H 3.11 -1.25 -3.74 0.34
H 3.27 0.54 -3.04 0.35
H 0.88 -2.35 -2.48 0.35
H 1.15 -2.82 -0.67 0.23
H 2.49 -3.23 -2.06 0.35
H 2.38 2.17 -1.74 0.29
H 0.63 4.00 -0.66 0.38
H -3.50 4.41 0.02 0.38
H -2.70 2.95 -0.87 0.31
H -3.92 1.90 1.84 0.12
H -5.23 2.87 0.84 0.42
H -6.54 1.15 0.18 0.31
H -5.52 0.13 1.49 0.24
H -4.98 -1.47 -0.93 0.27
H -6.70 -0.76 -1.38 0.33
H -1.93 0.47 1.47 0.80
H -0.17 -1.45 0.39 0.03
In -2.64 -0.58 2.37 0.54
```



Computed, not measured: C44H48AsN8ReS3 as an isolated structure in a non-equilibrium geometry, with wB97M-V/def2-TZVPD.

Properties
- Charge: -1
- Multiplicity: 2
- E_LUMO (spin up / spin down): 1.2 / 1.1 eV
- ⟨S²⟩: 0.789

Structure (XYZ):
```
105
Properties=species:S:1:pos:R:3:mulliken_charge:R:1
Re 1.00 0.80 -0.75 -1.05
N 8.00 -6.29 1.63 -0.58
C 7.18 -5.52 1.38 -0.02
C 6.17 -4.58 1.08 0.58
C 6.51 -3.27 0.74 -0.92
C 5.51 -2.36 0.47 -0.08
C 4.17 -2.73 0.51 -0.15
C 3.84 -4.04 0.84 -0.01
C 4.83 -4.96 1.14 -0.93
C 3.12 -1.74 0.21 0.94
C 2.35 -1.95 -0.94 0.23
C 2.47 -3.04 -1.84 -0.70
C 1.49 -2.88 -2.80 -1.69
C 0.82 -1.69 -2.48 -0.75
N 1.33 -1.11 -1.38 1.54
C 2.94 -0.71 1.15 -0.33
C 3.54 -0.63 2.42 -0.55
C 2.93 0.42 3.09 -1.92
C 1.98 0.94 2.21 -0.28
N 1.99 0.28 1.04 0.47
H 7.55 -2.98 0.68 0.45
H 5.77 -1.34 0.20 0.53
H 2.80 -4.34 0.89 0.59
H 4.57 -5.97 1.43 0.43
H 3.19 -3.82 -1.77 0.65
H 1.28 -3.52 -3.63 0.51
H 0.02 -1.23 -3.04 0.70
H 4.31 -1.28 2.80 0.60
H 3.14 0.77 4.08 0.51
H 1.29 1.75 2.39 0.16
S 2.92 1.54 -2.66 -0.22
C 1.93 2.74 -3.39 0.60
C 2.60 3.83 -3.95 -0.12
N 3.20 4.70 -4.39 -0.66
C 0.55 2.64 -3.48 0.44
S -0.37 1.32 -2.83 -0.17
C -0.19 3.62 -4.16 -0.17
N -0.84 4.39 -4.71 -0.71
C -1.77 -3.41 -1.17 -1.39
As -2.09 -1.51 -0.78 0.88
C -3.64 -1.86 0.41 -1.27
C -3.14 -1.03 -2.42 -1.18
C -4.24 -1.95 -2.76 0.25
C -5.54 -1.73 -2.29 -0.26
C -6.57 -2.59 -2.59 -0.64
C -6.34 -3.70 -3.38 -0.46
C -5.06 -3.94 -3.87 -0.73
C -4.03 -3.08 -3.55 -0.28
H -2.70 -3.95 -1.33 0.53
H -1.24 -3.86 -0.33 0.33
H -1.14 -3.52 -2.05 0.24
H -4.41 -2.44 -0.11 0.56
H -4.08 -0.92 0.74 0.20
H -3.32 -2.41 1.28 0.30
H -2.42 -0.98 -3.24 0.56
H -3.53 -0.02 -2.25 0.49
H -5.73 -0.85 -1.68 0.37
H -7.57 -2.39 -2.22 0.38
H -7.15 -4.38 -3.63 0.38
H -4.88 -4.79 -4.50 0.38
H -3.03 -3.26 -3.94 0.39
C -2.33 1.88 -0.15 -0.87
C -2.13 3.33 0.28 0.19
C -1.84 3.36 1.78 -1.23
C -1.05 4.12 -0.43 0.24
C -1.38 5.32 -1.03 -0.60
C -0.42 6.22 -1.43 -1.19
C 0.89 6.00 -1.04 -0.52
C 1.29 4.82 -0.44 0.33
C 2.63 4.78 0.25 0.31
C 3.56 3.65 -0.15 -1.45
C 2.37 4.77 1.76 -1.34
C 0.34 3.76 -0.33 -0.05
N 0.68 2.49 -0.25 1.78
H -3.25 1.49 0.28 0.60
H -1.50 1.26 0.20 -0.39
H -2.38 1.80 -1.23 0.16
H -3.07 3.87 0.09 0.72
H -0.95 2.79 1.99 -0.08
H -2.68 2.93 2.33 0.41
H -1.69 4.38 2.12 0.45
H -2.43 5.55 -1.18 0.38
H -0.69 7.12 -1.97 0.35
H 1.63 6.78 -1.20 0.40
H 3.14 5.73 0.02 0.50
H 3.08 2.68 0.01 0.11
H 4.47 3.68 0.43 0.56
H 3.81 3.74 -1.20 0.24
H 1.87 3.84 2.04 0.12
H 1.73 5.61 2.05 0.32
H 3.30 4.84 2.32 0.49
C -1.26 -3.59 3.73 -0.88
N -1.89 -2.37 4.16 -0.15
C -1.71 -1.22 3.46 -0.03
S -0.62 -1.11 2.22 0.12
N -2.43 -0.13 3.82 -0.02
C -3.17 0.00 5.05 -1.18
H -1.32 -4.33 4.53 0.36
H -0.21 -3.38 3.51 0.32
H -1.72 -4.00 2.82 0.24
H -2.73 -2.46 4.72 0.23
H -2.12 0.71 3.36 0.08
H -2.57 -0.30 5.92 0.36
H -4.08 -0.61 5.03 0.33
H -3.46 1.04 5.18 0.36
```



Computed, not measured: C13H31BCl3O2PTa as an isolated structure in a non-equilibrium geometry, with wB97M-V/def2-TZVPD.

Properties
- Charge: -1
- Multiplicity: 1
- E_LUMO: 1.6 eV
- Energy above the lowest of the compared OMol25 structures with the same formula, charge and spin: 0.000 eV

Structure (XYZ):
```
52
Properties=species:S:1:pos:R:3:mulliken_charge:R:1
C 3.32 3.09 -1.19 -1.16
C 1.88 3.21 -1.70 -0.60
C 1.18 1.85 -1.89 -0.38
C -0.27 1.77 -1.34 0.26
C -1.31 1.80 -2.49 -1.59
Ta -0.64 -0.02 0.05 0.33
C -1.80 1.45 1.46 -1.56
C -3.26 1.55 1.11 0.50
C -4.12 0.48 1.74 -1.08
Cl -3.93 3.17 1.74 -0.30
P 1.62 0.54 1.25 0.22
O 1.75 2.04 1.22 -0.62
B 0.37 -1.54 -1.43 -0.17
O 0.49 -1.16 -2.79 -0.51
C 0.97 -2.98 -1.10 0.30
C 2.50 -3.00 -1.20 -1.23
C -1.20 -1.68 1.59 -0.96
Cl -2.21 -2.93 0.72 -0.16
C -0.03 -2.31 2.38 0.70
C -0.13 -3.80 2.67 -1.67
Cl -0.01 -1.51 4.00 -0.20
H 3.99 3.77 -1.73 0.35
H 3.71 2.10 -1.35 0.29
H 3.39 3.32 -0.14 0.23
H 1.30 3.87 -1.07 0.30
H 1.95 3.68 -2.68 0.44
H 1.83 1.06 -1.51 -0.01
H 1.10 1.67 -2.96 0.42
H -0.44 2.68 -0.77 0.54
H -2.22 1.24 -2.27 0.34
H -0.89 1.40 -3.40 0.40
H -1.62 2.83 -2.69 0.38
H -2.22 -0.44 -0.82 -0.20
H -1.36 2.43 1.40 0.67
H -1.73 1.08 2.49 0.56
H -3.42 1.61 0.05 0.22
H -4.25 0.69 2.79 0.37
H -3.71 -0.51 1.58 0.12
H -5.11 0.51 1.29 0.37
H 1.69 0.12 2.61 -0.02
H 2.78 -0.08 0.70 -0.03
H 1.44 -1.10 -3.00 0.22
H 0.61 -3.65 -1.89 0.27
H 0.62 -3.41 -0.16 -0.27
H 2.89 -4.00 -1.13 0.40
H 2.97 -2.36 -0.46 0.25
H 2.77 -2.65 -2.19 0.31
H -1.86 -1.26 2.32 0.76
H 0.93 -2.15 1.91 0.00
H 0.80 -4.09 3.15 0.41
H -0.93 -4.02 3.36 0.40
H -0.20 -4.37 1.75 0.40
```



Computed, not measured: a 2-piece molecular cluster, C13H30N4O2 overall in a non-equilibrium geometry, with wB97M-V/def2-TZVPD.

Properties
- Charge: 0
- Multiplicity: 1
- E_LUMO: -1.7 eV
- Energy above the lowest of the compared OMol25 structures with the same formula, charge and spin: 0.000 eV

Structure (XYZ):
```
49
Properties=species:S:1:pos:R:3:mulliken_charge:R:1
C -5.57 -2.89 -0.79 -1.07
C -5.04 -2.45 -2.15 -0.59
C -4.01 -1.32 -2.08 -0.45
C -4.55 0.00 -1.48 -0.88
N -3.71 0.57 -0.44 -0.32
N -3.71 -0.31 0.68 -0.36
C -3.30 0.43 1.85 -0.95
C -1.86 0.07 2.30 -0.64
C -1.04 1.27 2.79 -0.96
C -0.30 1.93 1.64 -0.50
N 0.66 0.99 1.03 -0.12
C 1.98 1.46 0.88 0.26
C 2.24 2.80 0.22 -1.00
O 2.93 0.78 1.27 -0.55
H -5.98 -2.06 -0.21 0.30
H -4.82 -3.39 -0.19 0.27
H -6.39 -3.59 -0.95 0.36
H -4.57 -3.32 -2.61 0.32
H -5.88 -2.17 -2.78 0.30
H -3.15 -1.65 -1.51 0.29
H -3.70 -1.11 -3.10 0.34
H -5.54 -0.17 -1.06 0.42
H -4.65 0.75 -2.27 0.35
H -2.77 0.62 -0.88 0.06
H -3.38 1.51 1.65 0.55
H -3.98 0.16 2.66 0.27
H -1.92 -0.66 3.11 0.31
H -1.34 -0.44 1.49 0.31
H -0.34 0.94 3.56 0.40
H -1.71 1.98 3.27 0.40
H 0.18 2.84 1.98 0.41
H -1.06 2.20 0.90 0.34
H 0.30 0.60 0.17 0.33
H 1.52 3.57 0.50 0.40
H 3.22 3.14 0.53 0.31
H 2.26 2.70 -0.86 0.28
C 4.75 -0.27 -1.96 -0.85
C 6.11 0.08 -1.48 0.54
O 7.05 0.51 -2.08 -0.47
N 6.30 -0.06 0.02 -0.06
C 7.18 -1.23 0.38 -0.90
H 4.64 -0.02 -3.01 0.34
H 4.55 -1.33 -1.82 0.34
H 4.02 0.30 -1.37 0.11
H 5.40 -0.11 0.51 0.31
H 6.81 0.79 0.29 0.37
H 6.71 -2.14 0.02 0.34
H 7.28 -1.25 1.46 0.40
H 8.14 -1.08 -0.09 0.35
```



Computed, not measured: C33H28IrN6O6S as an isolated structure in a non-equilibrium geometry, with wB97M-V/def2-TZVPD.

Properties
- Charge: 0
- Multiplicity: 2
- E_LUMO (spin up / spin down): -2.0 / -3.0 eV
- ⟨S²⟩: 0.785
- Energy above the lowest of the compared OMol25 structures with the same formula, charge and spin: 0.000 eV

Structure (XYZ):
```
75
Properties=species:S:1:pos:R:3:mulliken_charge:R:1
Ir -0.66 0.99 0.14 0.79
O 5.22 -0.70 -2.78 -0.71
C 4.20 -1.38 -2.94 0.22
O 3.99 -2.48 -3.47 -0.71
C 2.94 -0.75 -2.30 -0.88
C 1.81 -1.52 -2.07 -0.61
C 0.72 -0.96 -1.43 -1.04
N 0.77 0.32 -1.07 0.39
C 1.85 1.10 -1.26 0.21
C 2.95 0.59 -1.89 -0.60
C 1.72 2.43 -0.60 0.78
C 2.68 3.42 -0.68 -0.71
C 2.49 4.61 0.01 -0.54
C 1.35 4.79 0.77 -0.92
C 0.42 3.77 0.80 -0.16
N 0.60 2.62 0.14 0.18
C -0.54 -1.73 -0.99 3.31
C -1.06 -2.55 -2.13 -1.54
C -2.37 -2.60 -2.44 -0.62
C -3.29 -1.82 -1.72 -1.25
C -2.80 -0.87 -0.79 0.24
N -1.54 -0.74 -0.49 -0.24
H 1.85 -2.56 -2.36 0.70
H 3.87 1.15 -2.05 0.72
H 3.57 3.26 -1.28 0.51
H 3.24 5.39 -0.05 0.47
H 1.17 5.69 1.32 0.45
H -0.51 3.85 1.36 0.50
H -0.33 -3.10 -2.70 0.62
H -2.72 -3.23 -3.25 0.48
H -4.35 -1.86 -1.91 0.52
H -3.49 -0.17 -0.33 0.53
O -4.41 5.12 -3.95 -0.67
C -4.79 4.02 -3.52 0.00
O -5.83 3.37 -3.67 -0.67
C -3.76 3.32 -2.66 0.54
C -2.55 2.88 -3.19 -0.89
C -1.65 2.21 -2.40 0.08
N -1.88 1.99 -1.09 0.64
C -3.03 2.44 -0.55 0.69
C -3.98 3.08 -1.29 -0.71
C -3.17 2.19 0.93 0.06
O -4.13 2.52 1.58 -0.69
O -2.11 1.56 1.43 -0.86
H -2.32 3.08 -4.23 0.49
H -0.71 1.83 -2.79 0.48
H -4.90 3.40 -0.81 0.61
N 3.93 -1.23 5.12 -0.31
C 2.91 -0.37 5.29 0.10
S 2.63 0.42 6.69 -0.35
C 2.07 -0.15 4.06 1.14
C 0.84 0.48 4.16 -0.62
C 0.07 0.70 3.03 -0.84
N 0.47 0.33 1.81 0.35
C 1.67 -0.28 1.70 -0.18
C 2.48 -0.53 2.79 -1.06
H 4.49 -1.44 5.93 0.23
H 3.93 -1.92 4.38 0.18
H 0.48 0.81 5.13 0.43
H -0.90 1.18 3.09 0.49
H 2.00 -0.56 0.71 0.18
H 3.44 -0.99 2.61 0.48
C -0.92 -4.42 1.81 -1.66
C -0.77 -4.02 0.35 0.64
C 0.07 -5.06 -0.40 -1.50
C -0.15 -2.62 0.26 -1.14
H -1.37 -5.41 1.91 0.46
H -1.55 -3.71 2.36 0.40
H 0.06 -4.46 2.30 0.33
H -1.77 -3.99 -0.10 0.27
H 1.03 -5.19 0.11 0.38
H 0.28 -4.77 -1.43 0.29
H -0.43 -6.03 -0.42 0.44
H 0.94 -2.72 0.29 0.64
H -0.45 -2.05 1.14 0.07
```



Computed, not measured: a 2-piece molecular cluster, H3O2 overall, with wB97M-V/def2-TZVPD.

Properties
- Charge: -1
- Multiplicity: 1
- E_LUMO: 5.4 eV
- Energy above the lowest of the compared OMol25 structures with the same formula, charge and spin: 0.214 eV

Structure (XYZ):
```
5
Properties=species:S:1:pos:R:3:mulliken_charge:R:1
O -0.55 0.81 -0.91 -0.71
H 0.25 0.58 -1.41 0.29
O 0.35 -1.06 0.96 -1.16
H 0.45 -0.36 1.64 0.17
H -0.49 0.03 -0.28 0.40
```



Computed, not measured: C30H47N4OP2Ti as an isolated structure, with wB97M-V/def2-TZVPD.

Properties
- Charge: +3
- Multiplicity: 1
- E_LUMO: -9.8 eV
- Energy above the lowest of the compared OMol25 structures with the same formula, charge and spin: 0.193 eV

Structure (XYZ):
```
85
Properties=species:S:1:pos:R:3:mulliken_charge:R:1
Ti -0.10 0.62 0.33 -1.82
C 1.25 -3.05 1.02 -1.59
C 2.39 -2.08 1.33 0.72
C 2.69 -1.94 2.82 -1.48
P 2.12 -0.46 0.51 1.76
C 3.51 0.71 0.86 0.53
C 3.26 1.47 2.17 -1.46
C 4.90 0.07 0.89 -1.33
C 1.99 -0.81 -1.27 0.24
C 3.10 -1.04 -2.08 -0.89
C 2.97 -1.61 -3.34 0.39
C 4.17 -1.87 -4.20 -1.67
C 1.69 -1.96 -3.77 -1.15
C 0.56 -1.70 -3.01 -1.25
C 0.69 -1.09 -1.76 0.36
N -0.37 -0.72 -0.90 1.53
C -1.77 -0.98 -1.02 1.04
C -2.43 -1.06 -2.25 -1.25
C -3.78 -1.37 -2.31 -1.18
C -4.54 -1.56 -1.16 0.34
C -5.99 -1.91 -1.24 -1.64
C -3.92 -1.36 0.07 -0.64
C -2.55 -1.08 0.16 0.56
P -1.81 -0.50 1.70 1.23
C -2.08 -1.62 3.14 0.72
C -0.94 -1.58 4.15 -1.13
C -3.44 -1.39 3.83 -1.46
C -2.41 1.25 1.90 0.58
C -3.93 1.48 1.99 -1.45
C -1.66 1.91 3.05 -1.33
H 1.45 -4.00 1.51 0.57
H 0.29 -2.68 1.41 0.18
H 1.14 -3.24 -0.04 0.37
H 3.29 -2.45 0.82 0.72
H 1.94 -1.34 3.34 0.30
H 2.70 -2.93 3.27 0.49
H 3.66 -1.49 3.01 0.31
H 3.46 1.41 0.02 0.43
H 3.39 0.84 3.04 0.31
H 3.99 2.28 2.24 0.52
H 2.27 1.93 2.21 0.26
H 4.95 -0.76 1.60 0.27
H 5.23 -0.29 -0.08 0.33
H 5.61 0.82 1.21 0.50
H 4.09 -0.83 -1.70 0.13
H 5.09 -1.85 -3.62 0.37
H 4.09 -2.84 -4.68 0.41
H 4.25 -1.12 -4.98 0.33
H 1.57 -2.47 -4.71 0.46
H -0.40 -2.03 -3.38 0.77
H -1.89 -0.90 -3.18 0.35
H -4.25 -1.47 -3.28 0.46
H -6.19 -2.54 -2.11 0.44
H -6.32 -2.45 -0.35 0.40
H -6.60 -1.01 -1.34 0.33
H -4.50 -1.44 0.97 0.25
H -2.10 -2.59 2.64 0.64
H -0.83 -0.59 4.60 0.30
H -1.17 -2.28 4.95 0.52
H 0.01 -1.88 3.71 0.06
H -3.46 -0.45 4.36 0.34
H -4.28 -1.43 3.14 0.31
H -3.58 -2.19 4.56 0.51
H -2.12 1.74 0.93 0.15
H -4.31 1.14 2.94 0.30
H -4.12 2.55 1.93 0.45
H -4.47 1.00 1.18 0.38
H -1.95 1.46 4.00 0.35
H -0.57 1.83 2.97 0.19
H -1.91 2.97 3.10 0.48
C 1.07 5.11 -3.60 -1.06
N 0.77 4.10 -2.59 0.03
C 1.25 4.16 -1.22 -0.46
C 0.63 2.91 -0.68 0.29
O 0.70 2.43 0.49 -0.54
N -0.07 2.26 -1.59 -0.18
C 0.05 3.00 -2.76 0.37
N -0.52 2.62 -3.88 -0.28
H 1.31 6.04 -3.10 0.37
H 0.19 5.28 -4.22 0.43
H 1.92 4.80 -4.22 0.35
H 0.89 5.05 -0.69 0.39
H 2.34 4.13 -1.15 0.36
H -1.09 1.79 -3.88 0.15
H -0.44 3.15 -4.73 0.24
```



Which value of charge does entry 5 give?
0



Look up the multiplicity of the first one.
1



Look up the multiplicity of the seventh one.
1



Which value of charge does entry 2 give?
-1